(1)
The following is a DFT calculation (ωB97M-V with the def2-TZVPD basis set) of a cluster of 2 separate species, C8H18N3S2 in total.

Summary:
Kohn-Sham gap	5.61	eV
ΔE to the lowest compared entry with this formula, charge and spin	0.00	kJ/mol
LUMO level	-5.774	eV
highest occupied orbital energy	-11.39	eV
DFT total energy	-1275.8688	Eh

```
! RIJCOSX wB97M-V def2-TZVPD def2/J DEFGRID3
* xyz 1 1
C -0.561 0.357 0.449
C 3.140 -0.522 0.384
C -3.019 0.411 0.764
C -1.909 -1.632 -0.088
C -0.902 1.548 -1.653
C 0.293 2.703 0.175
C 0.471 -0.857 2.086
C 3.406 -2.027 -1.854
N -1.775 -0.307 0.479
N -0.543 1.614 -0.253
N 0.499 0.081 1.034
S 3.902 0.188 1.521
S 2.182 -1.048 -0.828
H -2.825 1.534 0.942
H -3.808 0.396 0.031
H -3.430 0.086 1.674
H -2.472 -1.591 -1.121
H -0.847 -2.125 -0.178
H -2.461 -2.247 0.559
H -1.139 2.519 -1.986
H -0.090 1.094 -2.249
H -1.736 0.925 -1.678
H -0.254 3.700 0.123
H 0.612 2.527 1.269
H 1.249 2.829 -0.400
H 0.077 -1.766 1.741
H -0.161 -0.501 2.873
H 1.496 -0.926 2.390
H 3.199 -3.010 -1.317
H 4.482 -1.825 -1.946
H 2.923 -2.125 -2.942
*
```

Atomic partial charges in e from the natural (NBO) method, atoms 1 to 2:
1 C 0.65
2 C -0.30

***

(2)
The following is a DFT calculation (ωB97M-V with the def2-TZVPD basis set) of an isolated molecule of C8H18N4O.

Summary:
Kohn-Sham gap (alpha / beta)	8.10 / 8.10	eV
ΔE to the lowest compared entry with this formula, charge and spin	702.56	kJ/mol
LUMO level (alpha / beta)	0.625 / 0.625	eV
highest occupied orbital energy (alpha / beta)	-7.48 / -7.48	eV
DFT total energy	-609.6617	Eh

```
! RIJCOSX wB97M-V def2-TZVPD def2/J DEFGRID3
* xyz 0 1
C -0.712 -0.855 -0.917
C -3.508 0.239 -0.758
C 0.265 2.877 -0.177
C 3.495 -1.999 0.365
C -2.263 1.072 -0.827
C 0.226 1.411 -0.596
C 2.494 -1.050 1.134
C -0.935 0.430 -0.205
N -0.756 -2.095 -0.650
N -0.592 -2.612 0.539
N 0.495 -2.196 1.215
N 1.074 -1.167 0.739
O -1.208 0.206 1.125
H -0.722 -0.674 -2.099
H -4.255 0.910 -0.457
H -3.563 -0.290 -1.631
H -3.279 -0.466 0.062
H 0.142 3.082 0.879
H 1.210 3.469 -0.331
H -0.449 3.525 -0.690
H 3.079 -1.938 -0.677
H 4.402 -1.368 0.485
H 3.499 -2.932 0.908
H -2.464 1.950 -0.193
H -2.228 1.486 -1.869
H 0.173 1.367 -1.664
H 1.119 0.965 -0.343
H 2.539 -1.307 2.115
H 2.774 -0.064 0.969
H 0.708 -2.867 1.941
H -0.760 0.891 1.609
*
```

Atomic partial charges in e from the natural (NBO) method, atoms 1 to 2:
1 C 0.14
2 C -0.62

***

(3)
The following is a DFT calculation (ωB97M-V with the def2-TZVPD basis set) of a cluster of 2 separate species, C8H18NO in total.

Summary:
Kohn-Sham gap (alpha / beta)	5.35 / 5.35	eV
ΔE to the lowest compared entry with this formula, charge and spin	93.22	kJ/mol
LUMO level (alpha / beta)	3.605 / 3.583	eV
highest occupied orbital energy (alpha / beta)	-1.74 / -1.77	eV
DFT total energy	-445.4406	Eh

```
! RIJCOSX wB97M-V def2-TZVPD def2/J DEFGRID3
* xyz -1 1
C 0.834 2.039 -0.202
C 2.268 0.011 -0.025
C 0.555 0.639 1.657
C -0.291 -0.025 -2.085
C -0.039 -1.711 -0.299
C -2.816 -0.673 0.930
C 0.873 0.603 0.200
C -0.242 -0.224 -0.545
N -2.136 0.548 0.510
O -2.763 1.197 -0.466
H -0.162 2.362 -0.048
H 1.109 2.155 -1.265
H 1.525 2.795 0.258
H 2.391 -1.047 0.326
H 2.653 0.059 -1.108
H 2.824 0.721 0.586
H 0.522 -0.306 2.252
H 1.372 1.181 1.994
H -0.313 1.253 1.929
H -0.793 -0.871 -2.496
H 0.747 -0.117 -2.367
H -0.702 0.928 -2.470
H 0.748 -2.144 -1.068
H 0.300 -1.822 0.677
H -1.019 -2.125 -0.412
H -2.077 -1.394 1.413
H -3.740 -0.386 1.451
H -3.077 -1.218 0.029
*
```

Atomic partial charges in e from the natural (NBO) method, atoms 1 to 2:
1 C -0.61
2 C -0.62

***

(4)
The following is a DFT calculation (ωB97M-V with the def2-TZVPD basis set) of a structure of composition C8H18NO4RhS.

Summary:
Kohn-Sham gap (alpha / beta)	7.38 / 7.38	eV
LUMO level (alpha / beta)	0.225 / 0.224	eV
highest occupied orbital energy (alpha / beta)	-7.15 / -7.16	eV
DFT total energy	-1179.9656	Eh

```
! RIJCOSX wB97M-V def2-TZVPD def2/J DEFGRID3
* xyz 0 1
Rh 0.294 0.336 0.075
N 0.485 -0.356 2.214
C 0.168 0.693 3.217
C 0.481 2.104 2.717
C -0.630 2.593 1.769
O -1.652 3.053 2.281
O -0.437 2.426 0.513
H -0.084 -1.178 2.376
H 1.451 -0.644 2.308
H 0.701 0.484 4.148
H -0.901 0.634 3.431
H 1.454 2.114 2.220
H 0.508 2.772 3.578
C 2.720 1.937 -1.117
O 2.573 0.521 -1.329
C 1.937 -0.147 -0.321
C 2.723 -1.344 0.143
H 3.363 2.291 -1.919
H 3.207 2.112 -0.155
H 1.761 2.452 -1.134
H 3.743 -1.063 0.415
H 2.788 -2.044 -0.693
H 2.236 -1.854 0.970
C -4.431 -0.467 0.772
S -2.911 0.489 0.836
C -3.470 1.907 -0.099
O -1.971 -0.272 -0.072
H -5.187 0.028 1.380
H -4.209 -1.449 1.184
H -4.759 -0.560 -0.262
H -4.291 2.381 0.438
H -3.780 1.556 -1.084
H -2.622 2.585 -0.145
*
```

Atomic partial charges in e from the natural (NBO) method, atoms 1 to 2:
1 Rh 0.64
2 N -0.82